C4H5KO3 as an isolated structure in a non-equilibrium geometry, computed with ωB97M-V/def2-TZVPD.

Cartesian coordinates (Å):
1 C 0.261 0.465 0.799
2 O 0.166 1.687 0.944
3 K 1.675 2.911 -0.927
4 O 1.454 0.137 0.220
5 C 1.925 -1.208 0.267
6 H 3.017 -1.145 0.252
7 H 1.606 -1.705 1.189
8 H 1.529 -1.792 -0.572
9 C -2.797 0.241 -0.639
10 C -1.683 -0.500 -0.670
11 O -0.850 -0.490 0.461
12 H -3.125 0.772 0.264
13 H -3.178 0.628 -1.588

Calculated values
2S+1   1
Orbital gap (alpha / beta)   3.97 / 4.73 eV
HOMO level (alpha / beta)   -5.19 / -6.08 eV



A single C20H25BrN2O3 molecule, computed with ωB97M-V/def2-TZVPD.

Cartesian coordinates (Å):
1 C -5.994 -1.651 -0.902
2 C -5.437 -2.191 0.411
3 C -3.908 -2.381 0.414
4 N -3.109 -1.255 0.854
5 H -3.371 -0.994 1.800
6 C -3.126 -0.084 0.003
7 C -1.946 0.813 0.273
8 C -1.890 2.113 -0.204
9 C -0.792 2.917 0.032
10 C 0.295 2.447 0.759
11 C 0.265 1.129 1.254
12 C -0.856 0.350 0.994
13 H -0.915 -0.666 1.347
14 O 1.336 0.700 1.979
15 C 1.472 -0.667 2.322
16 C 1.829 -1.548 1.131
17 H 1.936 -2.577 1.463
18 H 1.059 -1.505 0.364
19 H 2.770 -1.219 0.697
20 H 0.567 -1.027 2.826
21 H 2.296 -0.667 3.040
22 O 1.313 3.359 0.880
23 C 2.503 3.056 1.572
24 C 3.362 1.955 0.936
25 O 4.239 1.403 1.558
26 N 3.042 1.733 -0.363
27 C 3.508 0.740 -1.229
28 C 2.838 0.568 -2.438
29 C 3.247 -0.406 -3.328
30 C 4.326 -1.219 -3.022
31 C 4.994 -1.047 -1.822
32 C 4.596 -0.073 -0.924
33 H 5.116 0.063 0.009
34 H 5.838 -1.675 -1.578
35 H 4.645 -1.981 -3.717
36 H 2.720 -0.532 -4.262
37 H 1.992 1.200 -2.675
38 H 2.298 2.307 -0.741
39 H 2.317 2.786 2.616
40 H 3.077 3.989 1.553
41 H -0.752 3.927 -0.343
42 Br -3.321 2.830 -1.238
43 H -4.048 0.512 0.101
44 H -3.067 -0.426 -1.038
45 H -3.570 -2.653 -0.590
46 H -3.656 -3.207 1.086
47 H -5.714 -1.523 1.231
48 H -5.903 -3.159 0.609
49 H -5.715 -2.304 -1.727
50 H -7.080 -1.606 -0.857
51 H -5.625 -0.652 -1.118

Calculated values
2S+1   1
Orbital gap   8.89 eV
HOMO level   -8.23 eV
Structure (SMILES)   CCCNCc1cc(OCC)c(OCC(=O)Nc2ccccc2)cc1Br



Taking the records one at a time from the top gives energy above the lowest of the compared OMol25 structures with the same formula, charge and spin values of 308.9; 20.5 kJ/mol.